Record 1
C25H45NP2ReS | ωB97M-V/def2-TZVPD

## Properties
Charge: +2
Orbital gap (spin up / spin down) in Ha: 0.2436 / 0.1562
LUMO energy (spin up / spin down) in eV: -7.65 / -9.69
ΔE to the lowest compared entry with this formula, charge and spin in kJ/mol: 215.5
Electronic energy in Ha: -2192.8212
F_max in eV Å⁻¹: 8.88
Multiplicity: 4
⟨S²⟩: 3.791

Each line ends with the Löwdin charge.
CARTESIAN COORDINATES (ANGSTROEM)
Re (0.082, 0.311, -0.216)  1.323
S (0.606, 0.609, 2.897)  0.702
P (1.770, -1.536, 0.982)  0.716
P (-2.216, -0.027, 1.246)  0.758
N (1.877, 2.952, 3.826)  0.135
C (-3.573, -3.504, -2.337)  -0.170
C (-1.917, -2.528, -4.549)  -0.167
C (-0.364, -2.841, -2.457)  -0.132
C (1.365, 1.957, 3.472)  -0.755
C (0.188, 0.537, -3.657)  0.027
C (0.185, 2.391, -0.414)  -0.340
C (-0.533, 1.850, -1.534)  -0.333
C (3.257, -0.690, 1.666)  -0.258
C (-1.126, -3.246, -1.427)  -0.125
C (1.602, 0.948, -1.558)  -0.349
C (-3.588, 0.868, 0.416)  -0.255
C (1.530, 1.894, -0.498)  -0.297
C (-2.727, -1.595, -3.692)  -0.122
C (2.850, 0.267, -2.051)  -0.003
C (0.340, 0.952, -2.232)  -0.323
C (-2.895, -1.671, 1.699)  -0.238
C (-2.373, 0.800, 2.898)  -0.316
C (-1.821, 2.381, -2.069)  0.006
C (-2.332, -4.126, -1.640)  -0.170
C (2.604, -2.802, -0.037)  -0.245
C (1.231, -2.520, 2.432)  -0.266
C (-3.492, -2.042, -2.686)  -0.111
C (2.734, 2.484, 0.158)  0.028
C (-0.369, 3.433, 0.517)  0.012
C (-0.688, -3.212, -3.878)  -0.168
H (3.858, -0.243, 0.867)  0.037
H (-0.864, 0.535, -3.964)  0.073
H (3.861, -1.438, 2.195)  0.071
H (-4.452, -3.651, -1.690)  0.112
H (3.419, -3.248, 0.549)  0.070
H (0.196, -2.984, -4.492)  0.109
H (0.771, -1.896, 3.209)  -0.002
H (0.510, -3.282, 2.115)  0.049
H (-4.557, 0.476, 0.753)  0.072
H (3.029, -2.354, -0.941)  0.035
H (3.643, 1.938, -0.122)  0.089
H (2.674, 2.501, 1.249)  0.066
H (0.572, -2.289, -2.326)  0.069
H (-1.963, 1.813, 2.824)  0.029
H (0.601, -0.466, -3.816)  0.081
H (-2.722, -0.546, -3.990)  0.084
H (2.845, 3.531, -0.168)  0.129
H (-3.421, -2.133, 0.855)  0.047
H (3.554, 0.042, -1.237)  0.069
H (-4.141, -1.380, -2.108)  0.095
H (3.381, 0.918, -2.767)  0.124
H (-1.801, 0.249, 3.655)  0.012
H (-3.522, 0.773, -0.673)  0.020
H (-0.377, 4.446, 0.079)  0.122
H (-2.081, -2.334, 2.016)  0.038
H (-3.776, -4.088, -3.249)  0.119
H (-2.346, 1.626, -2.662)  0.084
H (0.193, 3.497, 1.457)  0.077
H (-2.567, -3.328, -4.938)  0.120
H (-2.027, -5.006, -2.228)  0.121
H (-0.892, -3.019, -0.382)  0.066
H (0.745, 1.236, -4.312)  0.132
H (-0.831, -4.302, -3.944)  0.121
H (2.612, -0.666, -2.581)  0.086
H (-3.532, 1.931, 0.690)  0.051
H (-1.569, -1.973, -5.435)  0.113
H (-1.632, 3.237, -2.734)  0.126
H (-3.426, 0.849, 3.207)  0.074
H (-1.416, 3.209, 0.776)  0.076
H (-3.589, -1.559, 2.546)  0.070
H (-2.651, -4.504, -0.659)  0.108
H (2.967, 0.097, 2.375)  -0.005
H (1.894, -3.579, -0.332)  0.048
H (2.115, -3.004, 2.868)  0.072
H (-2.491, 2.739, -1.282)  0.076

Record 2
C5H14O3 | ωB97M-V/def2-TZVPD

## Properties
Orbital gap in Ha: 0.3743
LUMO energy in eV: 0.53
ΔE to the lowest compared entry with this formula, charge and spin in kJ/mol: 222.2
Electronic energy in Ha: -424.5216
F_max in eV Å⁻¹: 3.96
Multiplicity: 1
SMILES: C=CCC=C.O.O.O

Each line ends with the Löwdin charge.
CARTESIAN COORDINATES (ANGSTROEM)
O (2.882, 4.115, -0.606)  -0.073
O (-0.277, -5.402, -1.109)  -0.083
O (-1.323, 1.860, -4.873)  -0.028
C (-0.031, -1.637, 0.753)  -0.156
C (-0.279, -0.844, 2.056)  -0.178
C (-1.122, 1.538, 2.508)  -0.004
C (-0.480, 0.644, 1.799)  -0.203
C (0.318, -0.974, -0.322)  -0.023
H (0.557, -1.444, -1.301)  0.070
H (-1.202, -1.208, 2.555)  0.114
H (-0.720, 2.507, 2.586)  0.045
H (3.240, 4.998, -0.648)  0.020
H (-1.692, 1.105, 3.315)  0.053
H (2.549, 4.104, 0.325)  0.053
H (-0.982, -5.447, -1.766)  0.030
H (-1.164, 1.655, -4.008)  -0.030
H (-0.151, -2.733, 0.747)  0.091
H (0.008, 1.114, 0.997)  0.055
H (0.591, 0.064, -0.366)  0.038
H (-0.420, 2.134, -5.141)  0.058
H (0.494, -0.965, 2.789)  0.102
H (-0.794, -5.184, -0.290)  0.050

Record 3
C10H8F6N4O4PdS3 | ωB97M-V/def2-TZVPD

## Properties
Orbital gap (spin up / spin down) in Ha: 0.3279 / 0.2502
LUMO energy (spin up / spin down) in eV: -0.01 / -1.98
ΔE to the lowest compared entry with this formula, charge and spin in kJ/mol: 14.5
Electronic energy in Ha: -2827.4191
F_max in eV Å⁻¹: 3.79
Multiplicity: 3
⟨S²⟩: 2.007

Each line ends with the Löwdin charge.
CARTESIAN COORDINATES (ANGSTROEM)
Pd (0.013, -0.208, -0.267)  0.852
S (0.571, 3.174, -1.219)  0.604
S (0.768, -1.993, -1.784)  0.706
S (-2.031, 2.386, -1.127)  0.659
F (-4.288, 2.374, -0.026)  0.172
F (-2.730, 3.156, 1.212)  0.165
F (1.327, 5.157, 0.141)  0.199
F (-3.547, 4.348, -0.372)  0.162
F (2.739, 3.552, 0.087)  0.187
F (1.055, 3.435, 1.352)  0.118
O (0.979, 1.765, -1.276)  -0.374
O (-2.585, 2.386, -2.479)  -0.247
O (-1.859, 1.083, -0.494)  -0.402
O (1.014, 4.008, -2.290)  -0.240
N (-1.393, -3.004, 0.180)  -0.002
N (-0.889, 3.403, -0.741)  -0.281
N (1.967, -1.114, 0.359)  -0.049
N (-1.648, -1.649, 0.314)  -0.074
C (3.051, -2.912, -0.723)  -0.123
C (4.082, -1.826, 1.183)  -0.062
C (-3.223, 3.118, -0.004)  -0.771
C (2.978, -1.019, 1.237)  -0.127
C (2.055, -1.986, -0.677)  -0.807
C (1.494, 3.887, 0.160)  -0.778
C (4.061, -2.872, 0.235)  -0.044
C (-2.554, -3.680, 0.460)  -0.092
C (-2.869, -1.497, 0.662)  -0.153
C (-3.491, -2.761, 0.779)  -0.071
H (-3.258, -0.481, 0.840)  0.122
H (3.181, -3.686, -1.494)  0.119
H (-2.561, -4.775, 0.577)  0.130
H (2.944, -0.188, 1.915)  0.114
H (-4.455, -2.910, 1.270)  0.108
H (-0.509, -3.289, -0.208)  0.059
H (4.807, -3.703, 0.266)  0.125
H (4.806, -1.678, 1.950)  0.097

Record 4
C23H48NOOsP3Se | ωB97M-V/def2-TZVPD

## Properties
Charge: +4
Orbital gap (spin up / spin down) in Ha: 0.2466 / 0.0874
LUMO energy (spin up / spin down) in eV: -12.19 / -16.52
Electronic energy in Ha: -4549.7206
F_max in eV Å⁻¹: 2.73
Multiplicity: 5
⟨S²⟩: 6.037

Each line ends with the Löwdin charge.
CARTESIAN COORDINATES (ANGSTROEM)
Os (0.124, 0.520, -0.819)  0.709
Se (-0.390, -3.265, -1.939)  1.293
P (-2.172, 0.629, -1.288)  0.691
P (0.859, 2.577, -0.064)  0.677
P (0.857, 0.586, -2.948)  0.643
O (-0.687, -0.220, 1.800)  -0.065
N (-1.519, 1.383, 3.166)  0.058
C (0.240, -6.013, -2.596)  0.060
C (1.137, 2.723, 1.731)  -0.196
C (-3.161, 1.217, 0.144)  -0.215
C (-2.714, 1.779, -2.631)  -0.217
C (-1.232, 2.108, 5.518)  -0.174
C (0.203, 0.012, 5.185)  -0.177
C (1.782, -1.205, -0.247)  -0.229
C (-3.112, -0.908, -1.693)  -0.244
C (0.595, -4.796, -1.951)  -0.548
C (1.841, -4.788, -1.268)  0.011
C (0.566, 2.208, -3.769)  -0.197
C (2.427, 3.175, -0.789)  -0.209
C (2.664, 0.358, -3.109)  -0.205
C (2.323, -0.013, 0.253)  -0.144
C (0.179, -0.586, -4.183)  -0.224
C (-0.592, 0.874, 6.156)  -0.189
C (-0.960, 0.149, 2.953)  -0.456
C (-0.413, 3.824, -0.465)  -0.206
C (-0.674, -0.700, 4.159)  -0.091
C (-2.213, 1.781, 4.396)  -0.152
C (1.076, -7.133, -2.556)  0.116
C (2.305, -7.089, -1.879)  0.081
C (2.671, -5.895, -1.250)  0.090
H (3.219, 2.437, -0.606)  0.043
H (-0.167, -1.593, 3.776)  0.123
H (0.770, -8.049, -3.050)  0.167
H (-0.497, 2.475, -3.738)  0.029
H (2.673, 4.121, -0.282)  0.085
H (2.934, 0.324, -4.172)  0.081
H (-0.855, -0.322, -4.439)  0.057
H (0.204, 2.493, 2.275)  0.033
H (-2.321, 2.790, -2.445)  0.043
H (-2.982, 2.286, 0.321)  0.047
H (-2.885, 0.621, 1.025)  0.036
H (3.625, -5.854, -0.737)  0.163
H (-1.873, 1.824, 2.310)  0.107
H (0.184, -1.619, -3.786)  -0.039
H (2.955, -7.973, -1.845)  0.167
H (-2.378, 1.412, -3.611)  0.045
H (0.743, -0.753, 5.753)  0.127
H (-4.226, 1.065, -0.077)  0.080
H (1.141, 3.008, -3.291)  0.035
H (-4.193, -0.693, -1.628)  0.080
H (1.894, 1.994, 2.048)  0.050
H (2.202, -1.716, -1.123)  0.030
H (-2.863, -1.703, -0.976)  0.031
H (-2.899, 0.978, 4.721)  0.138
H (2.123, -3.877, -0.756)  0.106
H (-0.502, 3.922, -1.558)  0.046
H (2.975, -0.577, -2.636)  0.037
H (2.231, 0.179, 1.327)  0.072
H (-0.085, 4.770, -0.007)  0.086
H (1.312, -1.902, 0.468)  0.065
H (0.785, -0.569, -5.100)  0.083
H (0.874, 2.147, -4.821)  0.088
H (-2.878, -1.253, -2.710)  0.044
H (1.476, 3.749, 1.948)  0.089
H (-1.382, 3.506, -0.049)  0.031
H (2.330, 3.336, -1.871)  0.035
H (-0.512, -0.876, -0.490)  -0.087
H (3.191, 0.445, -0.230)  0.072
H (-2.815, 2.670, 4.158)  0.135
H (3.207, 1.187, -2.643)  0.051
H (-0.696, -6.063, -3.125)  0.148
H (0.074, 1.212, 6.955)  0.127
H (-3.814, 1.819, -2.622)  0.083
H (-1.799, 2.657, 6.283)  0.131
H (0.968, 0.620, 4.680)  0.118
H (-1.638, -1.006, 4.590)  0.143
H (-0.455, 2.792, 5.146)  0.120
H (-1.383, 0.269, 6.620)  0.129

Record 5
C22H17F4NO2 | ωB97M-V/def2-TZVPD

## Properties
Orbital gap in Ha: 0.3570
LUMO energy in eV: 0.14
ΔE to the lowest compared entry with this formula, charge and spin in kJ/mol: 96.0
Electronic energy in Ha: -1453.1893
F_max in eV Å⁻¹: 2.88
Multiplicity: 1
SMILES: CCOC(=O)[C@@H](c1ccncc1)C(c1cc(F)cc(F)c1)c1cc(F)cc(F)c1

Each line ends with the Löwdin charge.
CARTESIAN COORDINATES (ANGSTROEM)
F (-3.153, 2.505, 2.556)  0.033
F (4.622, -1.871, 2.890)  0.048
F (-4.571, -1.926, 1.639)  0.042
F (2.798, 2.353, 1.676)  0.030
O (-2.315, -1.601, 5.487)  -0.014
O (-1.005, -3.152, 6.425)  0.111
N (3.670, -1.388, 7.744)  0.042
C (-4.674, -1.861, 5.542)  -0.052
C (2.275, -1.548, 2.975)  0.015
C (-3.898, 0.297, 2.030)  0.062
C (-2.348, -1.564, 2.408)  0.039
C (1.509, -2.332, 7.219)  0.004
C (-2.899, 1.141, 2.494)  -0.206
C (-3.371, -2.485, 5.890)  -0.223
C (3.528, -1.057, 2.708)  -0.231
C (-0.054, -1.225, 3.660)  -0.129
C (2.222, -0.316, 6.171)  -0.035
C (1.305, -1.351, 6.217)  -0.139
C (-3.587, -1.048, 2.031)  -0.253
C (3.420, -0.406, 6.891)  -0.138
C (1.319, 0.535, 2.243)  0.055
C (-1.096, -2.113, 5.836)  -0.425
C (1.178, -0.710, 2.927)  -0.159
C (-1.398, -0.715, 3.004)  -0.143
C (0.049, -1.238, 5.282)  -0.061
C (-1.659, 0.670, 2.960)  0.020
C (3.759, 0.262, 2.293)  0.065
C (2.629, 1.027, 2.064)  -0.219
C (2.743, -2.330, 7.929)  -0.126
H (-3.193, -3.412, 5.336)  0.133
H (-0.207, -0.156, 5.315)  0.150
H (2.151, -2.572, 3.288)  0.137
H (-4.836, 0.683, 1.666)  0.134
H (2.038, 0.555, 5.576)  0.108
H (-3.274, -2.639, 6.966)  0.130
H (4.759, 0.642, 2.087)  0.136
H (-0.900, 1.404, 3.285)  0.128
H (4.184, 0.355, 6.762)  0.106
H (0.492, 1.155, 1.913)  0.105
H (2.977, -3.128, 8.660)  0.112
H (-4.710, -1.437, 4.552)  0.061
H (-0.077, -2.337, 3.601)  0.144
H (0.795, -3.119, 7.500)  0.103
H (-4.946, -1.086, 6.246)  0.082
H (-5.422, -2.640, 5.594)  0.083
H (-2.140, -2.623, 2.305)  0.132

Record 6
C3H11N2O | ωB97M-V/def2-TZVPD

## Properties
Orbital gap (spin up / spin down) in Ha: 0.1199 / 0.2592
LUMO energy (spin up / spin down) in eV: 0.61 / 0.49
ΔE to the lowest compared entry with this formula, charge and spin in kJ/mol: 256.0
Electronic energy in Ha: -305.4743
F_max in eV Å⁻¹: 1.88
Multiplicity: 2
⟨S²⟩: 0.754

Each line ends with the Löwdin charge.
CARTESIAN COORDINATES (ANGSTROEM)
O (1.510, -0.876, 3.328)  -0.097
N (1.333, -0.603, -1.779)  -0.013
N (-1.104, 0.956, 0.597)  0.129
C (0.592, -0.153, -0.668)  -0.273
C (-0.690, 0.359, -0.723)  -0.420
C (-1.767, 0.384, -1.721)  -0.134
H (-2.018, 1.373, -2.170)  0.066
H (-1.520, 0.192, 1.150)  0.124
H (2.385, -0.747, 3.710)  0.030
H (-0.338, 1.453, 1.071)  0.126
H (0.771, -0.764, -2.596)  0.050
H (1.061, -0.283, 0.307)  0.053
H (-1.805, 1.668, 0.368)  0.137
H (-2.740, 0.020, -1.329)  0.056
H (-1.507, -0.191, -2.607)  0.063
H (0.868, -1.150, 4.018)  0.044
H (2.322, -0.405, -1.869)  0.059